Computed, not measured: 2 unconnected molecules or ions with the total composition C4H9O4P, with wB97M-V/def2-TZVPD.

Output
E_LUMO ... 6.6 eV
Frontier orbital gap ... 6.25 eV
Total charge ... -2

Last column: natural (NBO) charge in e.
Atoms and positions in Å:
1 O -1.315 1.061 -0.506  -0.715
2 O -0.525 -2.213 0.710  -1.252
3 O -0.437 -0.373 2.557  -1.245
4 C 0.826 -0.348 -1.282  -0.716
5 O 1.727 -1.381 1.513  -1.248
6 H 1.071 0.323 -2.100  0.154
7 C 0.425 0.307 -0.025  0.033
8 H -2.961 0.087 -1.161  0.105
9 H -1.783 -0.973 -0.445  0.213
10 H -2.523 -0.057 0.730  0.174
11 H 0.121 -1.090 -1.621  0.233
12 C -2.207 0.033 -0.338  -0.287
13 C 1.218 1.450 0.319  -0.690
14 H 1.044 1.661 1.344  0.238
15 P 0.251 -1.072 1.362  2.361
16 H 2.370 1.205 0.092  0.199
17 H 0.928 2.368 -0.254  0.184
18 H 1.771 -0.987 -0.895  0.259

Computed, not measured: C22H20FN3O3 in the gas phase, with wB97M-V/def2-TZVPD.

Output
E_LUMO ... 0.6 eV
Structure (SMILES) ... COc1cc(CNc2ccc3[nH]c(=O)[nH]c3c2)ccc1OCc1ccccc1F
Frontier orbital gap ... 7.93 eV
Total charge ... 0

Last column: natural (NBO) charge in e.
Atoms and positions in Å:
1 H -1.881 -3.471 2.215  0.175
2 H 3.730 -0.207 2.133  0.209
3 C 3.843 -1.037 0.143  0.173
4 H -0.218 -3.451 0.630  0.213
5 H 6.771 2.649 -1.224  0.423
6 C 2.163 -2.787 -0.428  -0.227
7 C -0.387 -0.106 -1.208  -0.216
8 C -2.584 -3.504 1.376  -0.251
9 C -6.664 2.470 0.620  -0.279
10 H 1.983 -3.801 -0.057  0.202
11 H -7.518 2.528 1.276  0.228
12 H -7.103 4.263 -0.454  0.216
13 C -1.535 -0.573 -0.575  0.244
14 C 4.137 -0.097 1.140  -0.287
15 N 3.094 -2.150 0.487  -0.589
16 H -3.592 -3.652 1.760  0.203
17 C 0.861 -2.030 -0.523  -0.044
18 H -3.579 2.166 -1.669  0.230
19 C -4.443 2.255 -1.032  -0.184
20 C 0.795 -0.818 -1.193  -0.227
21 C -5.782 1.415 0.741  0.397
22 H 2.628 -2.864 -1.411  0.207
23 H 2.707 -2.077 1.420  0.371
24 N 5.424 2.022 1.567  -0.592
25 N 6.254 2.267 -0.452  -0.611
26 H 4.180 -1.607 -1.901  0.210
27 H -3.455 0.034 1.174  0.196
28 H 5.222 2.202 2.535  0.424
29 H -2.325 -4.335 0.713  0.177
30 C 4.389 -0.876 -1.137  -0.284
31 H 1.666 -0.424 -1.692  0.223
32 F -6.017 0.474 1.688  -0.331
33 H 5.613 0.295 -2.452  0.217
34 C 6.226 2.842 0.797  0.761
35 H -4.303 -0.821 -0.125  0.203
36 O -2.627 -2.281 0.685  -0.520
37 C -5.316 3.322 -1.169  -0.223
38 H -0.455 0.840 -1.720  0.223
39 C 5.208 0.193 -1.458  -0.235
40 C -6.424 3.432 -0.347  -0.199
41 O -2.620 0.240 -0.712  -0.501
42 C -3.752 0.097 0.119  -0.073
43 C -0.277 -2.504 0.116  -0.303
44 O 6.783 3.853 1.152  -0.634
45 C 4.961 0.959 0.821  0.135
46 C -1.481 -1.811 0.093  0.296
47 C 5.491 1.113 -0.470  0.144
48 C -4.662 1.281 -0.070  -0.108
49 H -5.128 4.071 -1.923  0.215